{"formula": "C18H16F5IrN3O16P2", "method": "the ωB97M-V functional and the def2-TZVPD basis", "species": ["N", "O", "C", "P", "O", "C", "C", "O", "F", "P", "C", "F", "C", "C", "C", "O", "Ir", "H", "H", "C", "C", "H", "H", "H", "O", "O", "H", "C", "H", "O", "O", "C", "O", "N", "F", "C", "F", "H", "O", "O", "H", "N", "O", "C", "H", "C", "H", "C", "H", "H", "H", "O", "C", "C", "O", "C", "F", "H", "O", "O", "H"], "xyz": [[-1.2915, -1.2500, -2.0359], [-0.6258, 1.5918, 0.1035], [2.9505, 3.0814, -2.9253], [-3.2453, 1.0544, 0.4219], [-3.2624, 2.0702, -0.7900], [1.9408, 2.1499, -2.7762], [-0.8456, -3.0759, 1.7373], [5.0108, 4.7997, -3.0182], [0.8614, -4.5363, 1.0051], [-0.6969, 1.7841, 1.6285], [0.4741, -2.5255, -3.1565], [-2.1662, -2.7100, 5.1215], [3.8726, 2.2493, -0.8339], [3.9105, 3.0936, -1.9307], [-2.9717, 3.3025, 2.0126], [3.7852, 0.3612, 1.2122], [-0.2651, -0.7311, -0.0319], [0.6630, -3.4064, -3.7688], [-1.1886, -0.5086, -2.7246], [1.8635, 1.2886, -1.7014], [0.3013, -4.5918, 3.2709], [-4.0595, 3.3733, 1.9924], [0.5974, -1.6505, -3.8051], [-2.5964, 3.6946, 2.9565], [1.3513, -1.7171, -1.0471], [-1.0110, -2.6271, 0.5151], [4.6374, 2.2845, -0.0721], [-1.4158, -3.1607, 4.1072], [2.9887, 3.7597, -3.7617], [-0.4618, 0.2862, 2.2760], [2.6024, -3.0793, -2.2542], [-1.6022, -2.6498, 2.8348], [0.0786, 2.8230, 2.3137], [0.8760, 2.0940, -3.7884], [-2.5562, -1.7114, 2.6708], [1.5661, -2.4704, -2.0893], [1.2186, -5.5432, 3.4781], [-1.6464, -2.8202, -3.4022], [5.8952, 4.0197, -1.2188], [0.0004, 1.2539, -3.6473], [-2.5619, 3.9055, 1.2042], [5.0163, 4.0616, -2.0520], [1.6164, 0.0097, 0.8708], [2.8274, 1.3409, -0.7086], [-1.0293, -3.2895, -1.8069], [0.1146, -4.0694, 2.0058], [-2.4823, 0.3384, 3.1314], [-0.9401, -2.5549, -2.6080], [1.0679, 0.5689, -1.6627], [-2.2465, -1.2398, -1.6879], [0.4992, 0.1765, 2.4214], [-3.0187, 1.1395, 3.0207], [-0.4629, -4.1364, 4.3354], [-2.5241, 1.8551, 1.8932], [0.8660, 2.9494, -4.6468], [2.7726, 0.4823, 0.5532], [-0.2851, -4.6388, 5.5654], [-4.9430, 0.6137, 1.6085], [-2.6572, -0.2804, 0.1205], [-4.8048, 0.9825, 0.7237], [-2.3621, 2.1343, -1.1600]], "forces_ev_per_a": [[-0.164, 0.100, 0.185], [0.103, -0.113, 0.001], [0.009, -0.072, 0.105], [-0.011, 0.036, 0.038], [0.091, -0.006, -0.269], [0.129, -0.055, -0.138], [0.232, -0.175, 0.185], [-0.056, 0.162, 0.060], [-0.005, 0.015, -0.037], [-0.107, -0.059, 0.008], [0.037, -0.049, 0.037], [0.000, -0.008, 0.012], [-0.076, -0.085, -0.014], [-0.140, 0.078, 0.033], [0.002, 0.022, 0.030], [0.058, 0.087, -0.007], [0.508, -0.336, -0.301], [0.004, 0.013, 0.022], [0.040, -0.008, 0.056], [0.151, -0.032, 0.050], [-0.063, 0.048, 0.051], [-0.021, 0.002, 0.016], [0.005, 0.007, -0.003], [0.016, 0.002, -0.004], [-0.100, 0.272, 0.105], [-0.265, 0.306, -0.175], [0.004, 0.002, 0.000], [0.072, -0.053, -0.028], [0.006, -0.006, -0.005], [-0.142, 0.159, 0.039], [0.045, -0.081, -0.078], [0.006, -0.012, 0.048], [-0.037, 0.059, -0.032], [-0.441, 0.414, 0.455], [0.047, -0.121, -0.014], [-0.119, 0.008, -0.105], [-0.023, 0.024, 0.006], [0.041, 0.009, 0.018], [-0.059, 0.141, 0.103], [0.168, -0.087, -0.212], [-0.010, 0.014, -0.023], [0.226, -0.352, -0.248], [-0.164, -0.107, 0.177], [0.099, 0.060, 0.076], [0.003, -0.005, -0.034], [-0.095, 0.044, 0.103], [-0.037, 0.064, 0.008], [0.060, -0.041, 0.008], [-0.044, 0.055, -0.037], [-0.003, 0.030, -0.042], [0.122, -0.101, -0.041], [0.013, -0.124, 0.052], [-0.016, 0.035, -0.084], [0.008, 0.080, -0.103], [0.116, -0.182, -0.209], [-0.016, -0.038, -0.141], [0.002, 0.002, -0.012], [-0.013, 0.009, 0.027], [-0.106, -0.106, 0.075], [-0.003, 0.025, 0.001], [-0.089, 0.030, 0.207]], "charge": -1, "mol_weight_g_mol": 879.5, "gap_ev": [7.0, 7.1], "spin_multiplicity": 5, "lumo_ev": [1.1, 0.7]}

{"formula": "C18H16F6N5O3S3SbV", "method": "the ωB97M-V functional and the def2-TZVPD basis", "species": ["C", "N", "H", "C", "S", "H", "H", "H", "H", "F", "H", "V", "C", "C", "H", "C", "S", "H", "O", "H", "C", "C", "C", "C", "H", "O", "C", "C", "N", "H", "C", "C", "F", "H", "H", "N", "Sb", "F", "F", "N", "H", "H", "C", "O", "F", "N", "F", "C", "C", "S", "C", "H", "C"], "xyz": [[2.8628, -0.6360, 2.5527], [0.7611, -2.6271, -1.8134], [3.8071, -1.0825, 4.4063], [-0.8891, 1.5699, 1.1521], [-1.9813, 3.3471, -2.1202], [-0.3459, -3.0866, 0.8560], [-2.8740, 3.6868, -4.3141], [-2.3725, 4.6802, 4.2835], [-0.4737, 4.0315, -4.6835], [1.6277, 0.0298, -2.0295], [-0.8924, 0.0837, 3.3013], [0.4202, -0.0546, -0.7387], [3.1744, -1.4564, 3.6123], [0.6812, -2.9797, 0.4876], [1.5013, -4.2281, 2.6862], [-1.6841, 3.3372, 2.7863], [1.2041, -4.6177, -0.1686], [-2.6004, 1.9518, -3.9619], [-0.6905, 0.3150, 0.9163], [-2.2663, 3.0076, 6.1058], [2.6812, -2.7560, 3.6713], [-1.2723, 2.0186, 2.5031], [-1.9840, 2.7263, 5.0993], [-1.5585, 1.4264, 4.8340], [-1.3770, 3.9502, 1.0301], [-1.7510, 4.3115, 1.8615], [-2.0481, 3.6665, 4.0909], [1.8821, -3.2137, 2.6459], [0.5696, -2.1333, -0.6820], [1.6903, -5.4710, -2.9832], [1.1356, -3.9955, -1.7852], [-1.2156, 1.0877, 3.5428], [-1.9095, -0.4125, -4.7297], [2.9219, -3.4022, 4.5036], [3.2348, 0.3784, 2.4962], [1.4066, -4.5035, -2.9244], [-0.2536, -1.4653, -4.6306], [-1.3617, -2.9755, -4.1868], [-0.2865, -1.5192, -6.5500], [-0.7249, 2.4701, 0.2404], [-0.8498, 2.4868, -5.5045], [-1.5021, 0.6943, 5.6273], [-0.8313, 3.0113, -4.5494], [1.7812, -0.2272, 0.5083], [1.1885, -3.2390, -4.7461], [-0.0903, 1.9521, -0.8817], [-1.1196, -0.3781, -1.6052], [2.0397, -1.0802, 1.5094], [-2.1868, 2.9582, -3.8876], [0.3435, 2.1097, -3.4932], [-0.4949, 2.4398, -2.0027], [1.4092, -3.7881, -3.8969], [1.5637, -2.3996, 1.5586]], "forces_ev_per_a": [[-0.115, 0.131, -0.138], [-0.337, 0.976, 1.675], [0.005, 0.007, -0.003], [-0.154, -0.317, 0.388], [0.204, 0.040, -0.052], [-0.013, 0.019, -0.004], [-0.017, -0.010, 0.008], [0.001, 0.008, 0.012], [-0.014, -0.004, -0.020], [0.176, -0.116, -0.297], [-0.005, 0.000, 0.001], [-1.347, 2.073, 1.084], [0.038, -0.021, 0.091], [-0.129, -0.224, -0.164], [-0.033, -0.020, -0.029], [0.089, -0.173, -0.037], [-0.042, 0.041, -0.014], [-0.043, 0.048, -0.024], [0.507, -0.451, -0.159], [-0.004, 0.008, 0.007], [0.000, -0.012, 0.005], [-0.292, -0.134, 0.098], [0.001, -0.024, -0.022], [-0.014, 0.077, 0.057], [0.012, -0.005, -0.089], [0.029, -0.107, 0.025], [0.002, 0.022, 0.036], [0.012, 0.037, -0.009], [0.330, -1.090, -1.877], [0.006, -0.140, 0.237], [0.307, -0.752, -0.306], [-0.036, -0.028, -0.060], [0.254, 0.016, 0.016], [-0.001, 0.002, 0.002], [-0.011, -0.009, 0.004], [0.290, -1.101, 2.780], [-0.909, 0.839, -0.106], [0.173, 0.100, -0.071], [0.050, -0.308, 0.282], [0.215, 0.793, -0.333], [0.002, 0.053, -0.016], [-0.001, -0.014, 0.007], [0.166, -0.044, 0.040], [-0.111, -0.639, -0.356], [0.285, 1.197, -2.360], [0.363, -0.470, 0.339], [0.936, -0.414, 0.243], [0.023, 0.162, -0.059], [-0.003, -0.067, 0.106], [-0.240, 0.076, 0.038], [-0.306, 0.006, -0.785], [-0.385, -0.120, -0.244], [0.088, 0.081, 0.050]], "mol_weight_g_mol": 733.3, "gap_ev": [5.5, 5.5], "spin_multiplicity": 2, "lumo_ev": [-2.7, -2.7]}

{"formula": "C18H16FOS", "method": "the ωB97M-V functional and the def2-TZVPD basis", "species": ["C", "C", "S", "C", "H", "O", "C", "H", "F", "C", "C", "H", "H", "C", "H", "C", "H", "H", "H", "H", "C", "C", "C", "H", "C", "C", "C", "C", "H", "H", "C", "H", "C", "H", "C", "H", "H"], "xyz": [[1.5025, 0.2687, 3.4103], [0.4166, 0.4314, -0.3662], [2.0006, -0.1338, 1.8293], [-1.8492, 1.3513, -0.8804], [-2.6208, 1.5122, 2.1043], [-1.8141, -0.3943, 2.2426], [-1.4047, -0.8562, -1.6936], [3.1553, -2.7366, -2.6076], [5.3988, -1.4086, -2.3864], [0.3833, -0.1378, 1.0353], [0.1288, 0.0802, 3.5346], [4.9207, 1.0406, -1.5914], [2.6855, 1.9271, -0.9936], [1.6758, 0.0080, -1.2224], [-0.7471, -1.6051, -2.0928], [-0.5175, -0.1597, 2.3192], [0.9494, -1.8967, -1.9488], [-1.5058, 2.3600, -0.5858], [-3.6422, 0.2953, 2.9043], [2.1771, 0.5850, 4.2066], [4.1585, -0.9108, -2.0841], [-3.7016, -0.1226, -1.4266], [-0.9641, 0.2825, -1.0362], [-4.7780, -0.3129, -1.4751], [3.0504, -1.7314, -2.2219], [2.7710, 0.8753, -1.3117], [4.0395, 0.4112, -1.6523], [-2.7817, -1.1002, -1.7893], [0.5727, 1.4573, -0.0903], [-3.1339, -2.0660, -2.1314], [1.7934, -1.2306, -1.8414], [-3.9339, 1.9321, -0.7628], [-2.6420, 0.6918, 2.8161], [-0.4243, 0.2486, 4.4628], [-3.2237, 1.1310, -1.0110], [-2.2696, 1.0193, 3.7880], [0.1744, -1.1056, 0.5496]], "forces_ev_per_a": [[-1.090, -0.836, -1.468], [0.134, 2.640, -2.554], [1.598, 0.785, -0.035], [-0.803, 0.140, 0.759], [-0.029, 0.040, -0.022], [0.306, 0.899, -0.163], [-0.974, -0.485, 0.603], [0.018, 0.073, -0.055], [-1.189, 0.512, 0.300], [-0.191, -3.962, 3.120], [-0.143, 0.782, -0.043], [-0.162, -0.011, -0.124], [-0.052, -0.630, 0.009], [-0.862, 0.275, 0.579], [0.060, -0.170, 0.333], [-0.319, 1.068, -1.245], [0.243, -0.023, 0.220], [-0.044, -0.772, 0.066], [-0.089, -0.147, -0.007], [0.008, -0.336, -0.362], [0.602, -0.122, -0.034], [0.142, 0.373, 0.333], [0.807, 0.884, 0.081], [0.453, 0.044, 0.013], [-0.281, 0.562, -0.129], [0.420, 0.402, 1.040], [-0.225, -0.424, -0.524], [0.037, 0.400, -0.253], [-0.027, 1.130, -0.986], [0.083, 0.107, -0.210], [0.761, -0.823, 0.550], [0.383, -0.335, -0.293], [0.085, -0.295, -0.108], [0.288, -0.334, -0.367], [-0.194, -0.002, -0.308], [-0.037, -0.191, -0.147], [0.285, -1.217, 1.434]], "charge": 1, "mol_weight_g_mol": 299.4, "gap_ev": 6.6, "spin_multiplicity": 1, "lumo_ev": -5.4}

{"formula": "C18H16N5O3PtS", "method": "the ωB97M-V functional and the def2-TZVPD basis", "species": ["H", "H", "C", "C", "C", "H", "C", "C", "O", "C", "H", "N", "N", "Pt", "H", "N", "H", "C", "H", "S", "C", "H", "C", "H", "C", "C", "H", "C", "C", "H", "C", "C", "H", "C", "H", "H", "C", "O", "H", "N", "O", "C", "N", "H"], "xyz": [[5.6272, 1.0060, -3.2081], [-0.2434, -0.5814, -3.6521], [-0.0517, -2.7128, -1.0032], [5.3478, 1.7060, -1.1968], [3.0775, 2.0726, -0.4903], [0.6650, -2.2305, 0.9540], [4.4380, 2.1003, -0.2244], [-2.5934, -0.9093, 1.4262], [0.2334, 2.3557, -1.0002], [-0.2834, 0.0654, 3.9441], [0.7215, 0.2511, 4.2823], [-3.6040, -1.8003, 1.4361], [-0.5464, -0.3473, 2.6650], [-1.0988, 0.9026, -0.3806], [-0.7052, -2.9335, -3.0544], [-2.4424, -0.1666, 3.7893], [3.2062, 0.9839, -3.7211], [-1.4436, 0.1945, 4.6521], [-0.2389, -3.7517, -0.7649], [0.9423, 1.5928, -2.1468], [0.7236, -0.5230, -0.3541], [2.3501, 2.3979, 0.2419], [-0.3114, -2.2509, -2.3135], [-3.3421, -0.9734, -1.6823], [2.6626, 1.6499, -1.7439], [-3.2920, -1.1675, -0.6266], [-3.4296, -0.0773, 3.9649], [-1.8528, -0.4724, 2.6035], [-0.0569, -0.9523, -2.6523], [-4.8760, -2.6279, -0.0890], [0.4535, -1.8778, -0.0452], [0.4567, -0.0775, -1.6619], [-3.9212, -2.3057, 2.2467], [3.5574, 1.2766, -2.7386], [1.2982, 0.0736, 0.3431], [-1.6430, 0.5067, 5.6615], [-4.0584, -1.9726, 0.1496], [-2.3696, 2.2421, 0.4179], [4.7884, 2.4381, 0.7413], [-3.4748, 2.4846, -0.2416], [-3.6004, 1.8979, -1.2769], [4.9121, 1.2951, -2.4505], [-2.3896, -0.5145, 0.1817], [6.4075, 1.7328, -0.9818]], "forces_ev_per_a": [[0.001, 0.001, 0.001], [0.009, 0.004, 0.000], [-0.016, -0.018, -0.045], [-0.004, -0.005, -0.009], [-0.004, 0.003, 0.014], [0.007, 0.002, 0.001], [0.000, 0.002, 0.003], [-0.018, -0.026, 0.042], [-0.042, -0.021, 0.000], [-0.016, 0.076, 0.004], [-0.001, -0.008, 0.003], [-0.025, 0.018, 0.013], [-0.139, -0.048, 0.013], [0.025, 0.013, 0.074], [-0.001, -0.001, -0.002], [-0.039, 0.031, -0.011], [-0.004, 0.002, 0.002], [0.048, -0.036, -0.003], [-0.003, 0.002, 0.000], [0.038, 0.009, -0.047], [0.040, -0.048, 0.003], [0.002, 0.005, 0.000], [0.015, -0.002, 0.054], [-0.005, 0.002, -0.001], [-0.006, -0.032, -0.017], [-0.045, -0.005, -0.003], [-0.002, 0.010, -0.005], [0.143, -0.014, -0.057], [-0.021, -0.002, -0.001], [0.004, -0.001, -0.012], [-0.020, 0.031, -0.002], [0.038, 0.058, -0.042], [0.003, 0.001, 0.002], [-0.002, 0.003, 0.004], [0.002, -0.003, -0.003], [-0.001, -0.004, 0.003], [0.032, -0.010, 0.000], [-0.011, -0.004, -0.004], [0.000, 0.000, 0.000], [-0.041, -0.003, -0.026], [0.026, 0.007, 0.040], [0.004, 0.000, 0.007], [0.027, 0.011, 0.001], [0.000, 0.000, 0.003]], "charge": 1, "mol_weight_g_mol": 577.5, "gap_ev": 8.6, "spin_multiplicity": 1, "lumo_ev": -3.2}

{"formula": "C18H16N8S3SbSe3TeTi", "method": "the ωB97M-V functional and the def2-TZVPD basis", "species": ["H", "H", "C", "H", "N", "H", "H", "H", "C", "Te", "N", "Se", "C", "H", "C", "C", "H", "C", "H", "S", "H", "N", "N", "S", "C", "C", "C", "C", "C", "Se", "Se", "Sb", "S", "C", "C", "H", "H", "Ti", "C", "C", "N", "C", "H", "N", "H", "C", "N", "C", "H", "N", "H"], "xyz": [[2.3626, -0.6620, -1.7681], [-0.7879, 0.3206, 3.7284], [3.5473, 0.8681, 1.5003], [7.3331, 1.1427, 2.1631], [-4.7582, -0.2841, -2.6199], [4.6448, -0.4350, -1.2990], [6.5233, 0.2274, 0.0093], [-3.2413, -0.7293, 3.8251], [-4.7423, -0.2109, -1.3306], [-0.0836, 4.8881, 0.2400], [3.9771, 0.0184, -0.6913], [-0.6223, 2.4845, -0.0419], [2.6827, -0.5839, -0.7145], [-4.8115, -2.3409, 2.7161], [-0.9046, 0.1154, 2.6686], [-3.5443, 0.0874, -0.5434], [-2.7647, -0.1505, -5.0917], [6.2705, 1.0852, 1.9658], [-4.5679, -2.7486, 0.2652], [2.8042, -2.3469, -0.0864], [-4.3876, -0.6160, -4.9787], [0.0537, 0.3924, 1.8075], [-1.7697, -0.9181, 0.7869], [-0.1525, -1.2639, -2.0443], [-2.5581, 0.6481, -2.5851], [-1.9907, -0.5814, 2.0885], [-3.6246, 0.0835, -3.2713], [5.8276, 0.5701, 0.7634], [4.0076, 1.4056, 2.6975], [1.7162, 3.4683, -2.6156], [0.5148, 1.7498, -1.8890], [1.0251, -3.3386, -1.6155], [2.2445, -3.4889, -3.5594], [-2.8882, -1.3517, 0.0457], [2.1414, 0.6377, 1.2370], [-1.7679, 1.1314, -3.1638], [3.2843, 1.7288, 3.4296], [-0.3127, 0.0319, -0.1080], [-3.1326, -0.9957, 2.7865], [4.4632, 0.4683, 0.5124], [1.2554, 0.8458, 2.1985], [-3.9070, -2.0899, 0.8086], [-3.7571, 0.6398, 0.3888], [-3.6638, 0.0145, -4.6609], [5.7235, 1.9438, 3.8528], [5.3644, 1.5178, 2.9264], [-2.4875, 0.7227, -1.2650], [-4.0351, -1.8516, 2.1411], [-5.6516, -0.4696, -0.8027], [1.7214, 0.1031, 0.0611], [-2.5735, -1.8838, -0.8684]], "forces_ev_per_a": [[0.087, 0.116, 0.486], [-0.041, 0.028, -0.085], [0.461, -0.033, 0.064], [0.064, 0.034, -0.011], [-0.524, -0.161, 0.120], [-0.123, -0.006, 0.101], [0.094, -0.004, -0.035], [0.001, 0.035, 0.132], [0.069, 0.052, -0.089], [0.195, 0.013, 0.399], [0.473, 0.489, 0.123], [-1.041, 2.710, 0.537], [0.108, -1.108, -0.917], [-0.081, -0.045, 0.004], [1.131, 0.560, 0.061], [0.073, -0.392, 0.220], [-0.069, -0.040, -0.005], [0.010, -0.033, -0.097], [-0.073, -0.143, 0.054], [-0.311, -0.125, -0.212], [0.147, 0.030, -0.023], [-0.147, -0.857, 1.582], [-0.286, -0.460, 0.999], [-0.148, -0.788, -0.323], [0.239, 0.673, 0.593], [-1.105, -0.731, 0.370], [-0.107, 0.131, -0.212], [0.192, 0.054, 0.072], [0.015, -0.101, -0.266], [0.133, -0.044, -0.023], [0.770, 1.442, -2.501], [0.553, -0.294, 0.045], [-0.080, -0.090, -0.008], [-0.757, 0.561, -1.114], [-1.265, -0.639, -0.591], [0.013, -0.283, 0.198], [-0.088, -0.024, 0.054], [0.159, -0.725, -1.422], [1.123, 0.870, 0.135], [-0.294, 0.069, -0.108], [0.429, 0.322, 0.638], [-0.240, -0.189, 0.757], [-0.030, -0.212, -0.214], [0.038, -0.074, 0.178], [0.025, 0.004, 0.080], [0.145, 0.152, 0.234], [-0.151, -0.894, -1.082], [-0.393, -0.533, -0.923], [-0.138, -0.023, 0.030], [0.780, 0.473, 1.658], [-0.034, 0.237, 0.339]], "charge": -2, "mol_weight_g_mol": 974.7, "gap_ev": [5.3, 5.0], "spin_multiplicity": 4, "lumo_ev": [3.9, 3.2]}

Results for ΔE to the lowest compared entry with this formula, charge and spin: 78.5; 159.7; 34.3; 33.7; 413.9 (in kJ/mol, following the order of the records).